a | 7 unconnected molecules or ions with the total composition C14H28Br14, computed with wB97M-V/def2-TZVPD.

Structure (ORCA input):
```
! wB97M-V def2-TZVPD RIJCOSX def2/J DEFGRID3
* xyz 0 1
Br -18.1370 -9.6736 -3.6465
Br -20.4139 -6.8002 -2.0439
Br -15.7797 -12.7858 2.4612
Br -10.0447 -10.8429 2.2387
Br -19.5846 -11.3240 0.2861
Br -22.0691 -9.6038 -4.0051
Br -17.2760 -3.7142 -0.4241
Br -16.2745 -14.0497 -3.6856
Br -13.7647 -7.7621 2.0443
Br -13.6009 -11.6641 5.2136
Br -17.1754 -8.3441 0.0254
Br -11.9671 -14.1491 0.4206
Br -17.0429 -9.0898 5.2676
Br -13.7838 -10.1517 -1.2217
C -15.2279 -7.5691 3.4336
C -16.9498 -12.3505 0.9440
C -22.4774 -8.8319 -2.1519
C -11.4418 -10.6838 3.7208
C -18.1416 -11.6689 -3.5575
C -17.1346 -5.6100 -0.8276
C -15.4572 -8.9403 4.0894
C -12.4472 -11.5441 -0.8002
C -16.6774 -12.1046 -3.6069
C -12.3317 -11.9566 3.6949
C -21.1982 -8.5145 -1.3919
C -17.9786 -11.3866 1.4900
C -17.2720 -6.3837 0.4728
C -13.2599 -12.7449 -0.2570
H -13.9044 -13.1256 -1.0494
H -16.1465 -11.6739 -2.7580
H -18.3397 -11.8232 2.4212
H -23.0120 -9.5294 -1.5071
H -16.1188 -5.8201 -1.1626
H -14.8950 -6.7647 4.0895
H -23.1424 -7.9739 -2.2497
H -16.4066 -11.7887 0.1842
H -18.2259 -6.1780 0.9586
H -11.7670 -11.1782 -0.0310
H -16.2118 -11.6446 -4.4785
H -17.6388 -10.3671 1.6718
H -16.4280 -6.2358 1.1465
H -10.9051 -10.6166 4.6671
H -14.5611 -9.1364 4.6782
H -16.1444 -7.1989 2.9742
H -11.8429 -9.6934 3.5053
H -13.8821 -12.3547 0.5484
H -15.4467 -9.7997 3.4190
H -18.7789 -12.1046 -4.3269
H -17.8027 -5.8651 -1.6501
H -17.3986 -13.2882 0.6165
H -11.7385 -12.8156 4.0084
H -12.9508 -12.1482 2.8185
H -20.5378 -9.3759 -1.4918
H -11.9096 -11.7567 -1.7243
H -18.6426 -11.9435 -2.6292
H -21.4077 -8.4870 -0.3226
*
```

The calculation puts the HOMO energy at -10.1319 eV. Its structure (SMILES) is BrCCBr.BrCCBr.BrCCBr.BrCCBr.BrCCBr.BrCCBr.BrCCBr.

---

b | 7 unconnected molecules or ions with the total composition C14H28Br14, computed with wB97M-V/def2-TZVPD.

Structure (ORCA input):
```
! wB97M-V def2-TZVPD RIJCOSX def2/J DEFGRID3
* xyz 0 1
Br 6.3665 -8.1310 3.8326
Br 3.7299 -4.5287 2.2645
Br 1.3861 4.2229 -8.0574
Br 4.0127 0.6899 -3.0624
Br 4.1559 -0.7724 10.9933
Br 5.3189 -3.4450 -4.5026
Br -1.7164 1.6927 -0.6199
Br -6.5520 -5.8606 -5.0683
Br -2.7427 2.1605 -8.0481
Br -0.3844 2.1715 3.9408
Br -5.3052 7.2989 2.8873
Br -0.2237 -2.0710 10.5535
Br -2.7966 -6.0746 -4.9726
Br -4.6546 10.3388 -0.6732
C 1.7324 -2.0219 11.0768
C -0.5152 3.8505 -8.4092
C 5.2644 -1.7662 -3.4440
C 4.3460 -6.4073 2.5275
C -5.2023 8.6331 0.3007
C -5.3330 8.9873 1.8171
C 3.8782 -1.1286 -3.6095
C -0.4334 2.3233 1.9412
C -0.7555 2.3749 -8.1239
C -5.1835 -4.6295 -4.3031
C 2.3127 -0.8285 10.4622
C -1.6935 1.6631 1.4043
C 5.4349 -6.4116 3.5449
C -3.8951 -4.4251 -5.1526
H -0.1012 2.1690 -7.2768
H 5.4961 -1.9677 -2.3982
H 3.5603 -7.0854 2.8605
H -4.2185 -4.2837 -6.1838
H -6.2321 9.5676 2.0242
H -0.7448 4.0828 -9.4491
H 1.7738 0.0456 10.8276
H 2.0661 -3.0230 10.8038
H 4.6127 -6.7688 1.5344
H -1.0985 4.5151 -7.7719
H 6.1718 -5.6768 3.2204
H -6.1191 8.1376 -0.0188
H -1.7373 0.6494 1.8024
H 4.9717 -6.2300 4.5147
H 3.1810 -1.5843 -2.9064
H -5.6936 -3.6945 -4.0712
H 0.4880 1.8219 1.6448
H 3.4672 -1.1465 -4.6189
H -3.3309 -3.5499 -4.8306
H 2.2596 -0.8501 9.3737
H -0.2666 3.3576 1.6404
H -4.4688 9.6190 2.0229
H -2.5532 2.2390 1.7469
H 6.0207 -1.0751 -3.8164
H -4.4773 7.8754 0.0035
H 1.7364 -1.9307 12.1630
H -0.3305 1.9309 -9.0241
H -4.9842 -5.0500 -3.3174
*
```

The calculation puts the HOMO energy at -10.2245 eV. Its structure (SMILES) is BrCCBr.BrCCBr.BrCCBr.BrCCBr.BrCCBr.BrCCBr.BrCCBr.

---

Energy comparison, zero being the most stable, in kJ/mol: a 0.0; b 125.5.

---

a | 2 unconnected molecules or ions with the total composition C3H8NS, computed with wB97M-V/def2-TZVPD.

Structure (ORCA input):
```
! wB97M-V def2-TZVPD RIJCOSX def2/J DEFGRID3
* xyz -1 1
S -0.1310 0.7004 2.2200
N 0.2802 -0.5923 -0.5713
C -0.6845 -1.5702 -0.0891
C 0.2141 -0.1756 -1.8604
C 0.6077 1.0168 -2.3550
H -1.6289 -1.0882 0.1918
H 0.4436 0.1193 0.1798
H -0.8927 -2.3007 -0.8738
H 0.4024 1.7218 2.9117
H -0.1720 -0.8919 -2.5855
H 1.0310 1.7935 -1.7318
H -0.2810 -2.0478 0.8013
H 0.5432 1.1845 -3.4212
*
```

The calculation puts the HOMO energy at -2.9874 eV.

---

b | 2 unconnected molecules or ions with the total composition C3H8NS, computed with wB97M-V/def2-TZVPD.

Structure (ORCA input):
```
! wB97M-V def2-TZVPD RIJCOSX def2/J DEFGRID3
* xyz -1 1
S 0.6719 -1.5224 1.1400
N -0.4692 1.2859 -2.4371
C -1.6427 0.9464 -1.6631
C 0.3356 -0.6554 2.7544
C 0.5567 1.6523 -1.8079
H 0.7745 0.3402 2.7755
H -1.7202 1.3624 -0.6505
H -0.7435 -0.6471 2.8675
H 0.7876 -1.2629 3.5434
H -1.7045 -0.1423 -1.6029
H -2.5381 1.2915 -2.1931
H 0.6173 1.8451 -0.7428
H 1.4497 1.8194 -2.4110
*
```

The calculation puts the HOMO energy at -2.1206 eV.

---

c | 2 unconnected molecules or ions with the total composition C3H8NS, computed with wB97M-V/def2-TZVPD.

Structure (ORCA input):
```
! wB97M-V def2-TZVPD RIJCOSX def2/J DEFGRID3
* xyz -1 1
S -1.1269 1.6043 1.5862
N 2.0801 0.1111 -1.0912
C 0.8663 0.3762 -0.8333
C -2.7774 0.9044 2.0113
C 2.3543 -1.2475 -1.5519
H -3.4961 1.3803 1.3402
H 1.9118 -2.0041 -0.8995
H -3.1120 1.0617 3.0397
H -2.7701 -0.1687 1.8013
H 3.4285 -1.4289 -1.5536
H 1.9569 -1.4135 -2.5593
H 0.6057 1.1131 -0.0751
H 0.0788 -0.2884 -1.2148
*
```

The calculation puts the HOMO energy at -2.2951 eV.

---

d | 2 unconnected molecules or ions with the total composition C3H8NS, computed with wB97M-V/def2-TZVPD.

Structure (ORCA input):
```
! wB97M-V def2-TZVPD RIJCOSX def2/J DEFGRID3
* xyz -1 1
S -0.4313 -1.0584 2.9403
N -0.5025 -1.1836 -2.4338
C 0.4977 -0.2365 -2.6599
C 0.3069 1.0544 -2.9022
C -0.0721 0.1781 4.2513
H -0.6609 1.5008 -2.7153
H 0.9615 0.1021 4.5906
H -1.4151 -0.7714 -2.2778
H 1.4577 -0.7049 -2.8795
H -0.1543 1.2013 3.8606
H -0.3328 -1.8298 -1.6702
H 1.0787 1.7421 -3.2019
H -0.7334 0.0059 5.0977
*
```

The calculation puts the HOMO energy at -2.0332 eV.

---

Energy comparison, zero being the most stable, in kJ/mol: a 0.0; b 80.7; c 105.3; d 59.6.

---

a | A gas-phase ion, CHClFO3 (charge +1), computed with wB97M-V/def2-TZVPD.

Structure (ORCA input):
```
! wB97M-V def2-TZVPD RIJCOSX def2/J DEFGRID3
* xyz 1 1
Cl 1.4937 1.4336 0.3423
F 1.0029 -0.2046 -1.4650
O -1.7142 -0.0030 -0.0958
O -0.5595 -0.1618 0.4441
O -2.6826 -0.0158 0.5693
C 1.1046 -0.1047 -0.1679
H 1.3551 -0.9436 0.3730
*
```

The calculation puts the HOMO energy (spin up / spin down) at -17.9642 / -17.9663 eV.

---

b | 2 unconnected molecules or ions with the total composition CHClFO3, computed with wB97M-V/def2-TZVPD.

Structure (ORCA input):
```
! wB97M-V def2-TZVPD RIJCOSX def2/J DEFGRID3
* xyz 1 1
Cl 2.7814 -0.6385 0.0398
F -1.5181 1.3112 -0.5954
O -0.5018 -0.4684 0.5856
O 0.5637 0.1502 0.6953
O -2.8004 -0.3000 0.4439
C -1.8571 0.2223 0.0697
H 3.3323 -0.2769 -1.2388
*
```

The calculation puts the HOMO energy (spin up / spin down) at -16.8109 / -17.3452 eV.

---

Energy comparison, zero being the most stable, in kJ/mol: a 205.3; b 0.0.

---

a | 2 unconnected molecules or ions with the total composition C3H11N2, computed with wB97M-V/def2-TZVPD.

Structure (ORCA input):
```
! wB97M-V def2-TZVPD RIJCOSX def2/J DEFGRID3
* xyz 2 2
N 0.9018 0.0010 0.7973
N -1.2602 -1.0482 -1.3283
C 0.9181 1.4821 1.2621
C -1.7144 0.2287 -1.9911
C 1.5771 -0.7002 1.6693
H -0.8049 -1.7041 -2.0007
H -2.0552 -1.4858 -0.8076
H -0.5384 -0.8288 -0.7152
H 2.1770 -0.1473 2.3911
H 0.3775 2.1794 0.6036
H -2.5535 -0.1529 -2.6931
H -1.8819 1.0534 -1.2781
H 2.0380 1.6890 1.4932
H 0.3650 1.5320 2.1934
H 1.6899 -1.7560 1.5273
H -0.9889 0.8874 -2.6397
*
```

The calculation puts the HOMO energy (spin up / spin down) at -21.2276 / -21.2277 eV. As for the expectation value of S²: 0.76.

---

b | A molecular structure, C3H11N2, computed with wB97M-V/def2-TZVPD.

Structure (ORCA input):
```
! wB97M-V def2-TZVPD RIJCOSX def2/J DEFGRID3
* xyz 2 2
N 2.7479 1.3234 0.1588
N 2.9731 -0.8099 -0.8962
C -3.1574 -0.1727 -0.4505
C -2.3521 -0.1834 0.8706
C 2.4261 0.0798 -0.0029
H 3.5817 1.6973 -0.2774
H -2.7213 -0.8214 -1.1966
H -2.4981 -1.1302 1.2978
H -4.1639 -0.4815 -0.1853
H 2.2775 1.9808 0.7551
H -2.7515 0.6296 1.5668
H 1.4358 -0.2634 0.3578
H 3.9188 -0.7974 -1.1485
H 2.6604 -1.8461 -0.8849
H -3.3682 0.7828 -0.8529
H -1.0087 0.0123 0.8883
*
```

The calculation puts the HOMO energy (spin up / spin down) at -19.2982 / -19.2978 eV. As for the expectation value of S²: 0.76.

---

Energy comparison, zero being the most stable, in kJ/mol: a 31.1; b 0.0.

---

a | A molecular structure, C4H12N2O2, computed with wB97M-V/def2-TZVPD.

Structure (ORCA input):
```
! wB97M-V def2-TZVPD RIJCOSX def2/J DEFGRID3
* xyz 0 1
O 2.6864 1.6426 0.1650
O -0.9155 -1.7626 0.7199
N -2.2580 -1.5337 1.0536
N 1.8540 1.3813 -0.9644
C 0.4403 -0.0553 -0.1012
C -0.8284 -2.8272 -0.2356
C -2.3911 -0.5798 1.8748
C 1.0245 2.5436 -1.2131
H 0.4983 2.8935 -0.3184
H 0.2347 -2.9562 -0.4179
H 0.8169 0.0359 0.9228
H 1.6483 3.3592 -1.5870
H -0.4840 0.5325 -0.1746
H -1.3352 -2.5519 -1.1619
H 3.5613 1.3575 -0.1257
H -1.2674 -3.7371 0.1769
H -1.5540 0.0016 2.2554
H -3.4043 -0.3288 2.1593
H 1.3720 0.3096 -1.0439
H 0.3012 2.2755 -1.9841
*
```

The calculation puts the HOMO energy at -7.9818 eV.

---

b | 2 unconnected molecules or ions with the total composition C4H12N2O2, computed with wB97M-V/def2-TZVPD.

Structure (ORCA input):
```
! wB97M-V def2-TZVPD RIJCOSX def2/J DEFGRID3
* xyz 0 1
O 0.1574 1.5872 0.2608
O -2.3757 1.1353 -0.4598
N -0.2610 -0.5978 0.6532
N 1.2420 -0.4053 -2.1422
C 0.2470 -1.9692 0.5309
C 1.6544 0.1140 -0.8236
C -0.7322 -0.2321 2.0136
C 0.4358 0.4278 0.0399
H 2.2167 -0.6966 -0.3718
H -0.0042 -2.6191 1.3747
H -1.7472 0.1496 1.9683
H -0.7481 -1.1175 2.6403
H 2.0671 -0.8659 -2.5161
H -0.0716 0.5341 2.4148
H -0.2052 -2.4002 -0.3472
H -1.9206 1.7433 0.1251
H 1.3343 -2.0546 0.5642
H 0.9724 0.3432 -2.7630
H -1.9026 0.3446 -0.7075
H 2.2673 1.0145 -0.7775
*
```

The calculation puts the HOMO energy at -9.4963 eV. Its structure (SMILES) is CN(C)C(=O)CN.O.

---

c | 2 unconnected molecules or ions with the total composition C4H12N2O2, computed with wB97M-V/def2-TZVPD.

Structure (ORCA input):
```
! wB97M-V def2-TZVPD RIJCOSX def2/J DEFGRID3
* xyz 0 1
O -3.7832 0.5388 0.7144
O -1.1562 0.6220 1.7144
N 0.5503 -0.7003 2.4100
N 0.6436 -0.3415 -0.7474
C -0.4405 0.0610 -1.6319
C 1.8690 -0.6376 -1.4792
C -0.0683 0.1017 1.5223
C 0.8054 0.5698 0.3713
H 1.8632 0.6250 0.6513
H 1.9644 -0.0210 -2.3813
H 0.5222 1.6182 0.2067
H -2.8777 0.2103 0.7859
H 2.7310 -0.5270 -0.8347
H 0.0008 -1.2423 3.0585
H 1.7964 -1.6474 -1.8918
H -3.6787 1.4879 0.8359
H -0.7847 -0.8436 -2.1509
H 1.4914 -1.0125 2.2604
H -0.1292 0.8108 -2.3649
H -1.3191 0.3279 -1.0491
*
```

The calculation puts the HOMO energy at -8.8196 eV. Its structure (SMILES) is CN(C)CC(N)=O.O.

---

d | 2 unconnected molecules or ions with the total composition C4H12N2O2, computed with wB97M-V/def2-TZVPD.

Structure (ORCA input):
```
! wB97M-V def2-TZVPD RIJCOSX def2/J DEFGRID3
* xyz 0 1
O -1.7740 -1.7715 -0.7861
O 1.8217 0.9077 2.3930
N -1.0468 -2.4470 1.2372
N -0.4489 -0.3623 0.4514
C -0.1024 0.7177 -0.5233
C 1.3373 0.4810 -0.9862
C -1.1327 -1.5190 0.2177
C -1.0810 0.9261 -1.6541
H 2.6791 1.3125 2.1804
H -1.9460 0.2639 -1.6236
H -1.4493 1.9505 -1.6991
H 1.5121 1.1792 -1.8134
H -0.6775 0.6946 -2.6310
H -0.1071 1.6055 0.1166
H -0.6432 -2.1930 2.1204
H 1.4343 -0.5123 -1.4107
H 1.1420 1.5478 2.1625
H 2.0744 0.6955 -0.2275
H 0.2109 -0.3687 1.2168
H -1.8029 -3.1083 1.2590
*
```

The calculation puts the HOMO energy at -9.3327 eV. Its structure (SMILES) is CC(C)NC(N)=O.O.

---

Energy comparison, zero being the most stable, in kJ/mol: a 886.4; b 123.7; c 85.1; d 0.0.

---

a | A molecular structure, C4H12N2O2, computed with wB97M-V/def2-TZVPD.

Structure (ORCA input):
```
! wB97M-V def2-TZVPD RIJCOSX def2/J DEFGRID3
* xyz 0 1
O 0.0620 1.7317 -0.1289
O -2.0995 1.7604 1.7381
N 1.6267 1.0285 -1.6466
N 0.5820 -1.5169 -1.6555
C -0.4010 -2.3345 1.3391
C 0.5748 -0.5962 -0.1923
C -0.5506 -0.8881 0.8850
C 0.7174 0.8621 -0.6904
H -0.3976 -1.3539 -1.8987
H 0.5603 -1.8305 -0.5977
H 1.4668 -0.9295 0.3520
H -1.4180 1.9201 1.0795
H 1.5012 1.8808 -2.1592
H -0.3672 -0.2128 1.7199
H 1.6846 0.1222 -2.1293
H -2.6824 2.5343 1.7211
H -1.2180 -2.6016 2.0176
H -0.4904 -2.9736 0.4459
H 0.5298 -2.6255 1.8163
H -1.5095 -0.5769 0.4682
*
```

The calculation puts the HOMO energy at -9.7243 eV.

---

b | 2 unconnected molecules or ions with the total composition C4H12N2O2, computed with wB97M-V/def2-TZVPD.

Structure (ORCA input):
```
! wB97M-V def2-TZVPD RIJCOSX def2/J DEFGRID3
* xyz 0 1
O -1.3307 -0.7224 -1.2743
O -1.4690 -2.6983 1.1690
N -2.3507 1.1465 -0.5944
N 1.9925 1.6443 0.3051
C 1.1491 0.6505 -0.3769
C -1.3285 0.2541 -0.5371
C 1.7814 -0.7298 -0.4142
C -0.1790 0.5684 0.4034
H 1.1246 -1.4100 -0.9503
H 0.9532 1.0562 -1.3711
H 1.8883 1.6752 1.3148
H 2.9749 1.5161 0.0893
H -3.1826 0.9636 -1.1513
H 2.7976 -0.7364 -0.8115
H -1.5051 -2.0221 0.5223
H -2.2160 -3.2667 1.1354
H -0.1154 -0.2483 1.1246
H -2.4053 2.0315 -0.1340
H 1.8314 -1.1501 0.5963
H -0.4107 1.4778 0.9548
*
```

The calculation puts the HOMO energy at -9.2704 eV. Its structure (SMILES) is C[C@H](N)CC(N)=O.O.

---

c | 2 unconnected molecules or ions with the total composition C4H12N2O2, computed with wB97M-V/def2-TZVPD.

Structure (ORCA input):
```
! wB97M-V def2-TZVPD RIJCOSX def2/J DEFGRID3
* xyz 0 1
O -0.6037 3.3105 0.5104
O 1.2550 -3.2062 1.6216
N -1.1630 0.1691 -0.2305
N 1.2813 -1.6526 -0.6755
C 1.1633 -0.1255 -0.8869
C -1.0792 0.9778 0.9735
C -1.3941 2.5155 0.9058
C -0.0782 0.6191 -1.2160
H 1.2665 -2.1016 -1.5883
H 0.4091 -1.9345 -0.1327
H 1.8953 0.1966 -1.6020
H 1.6711 0.2303 0.0027
H -1.7929 0.6148 1.7259
H -0.4795 0.4962 -2.1946
H -2.0215 0.4711 -0.6913
H -0.0418 1.7318 -1.1453
H 1.3052 -2.3226 1.3216
H 0.8773 -3.7117 0.9362
H -0.0089 0.8996 1.2171
H -2.4613 2.8225 1.1480
*
```

The calculation puts the HOMO energy at -9.2989 eV. Its structure (SMILES) is NCCNCC=O.O.

---

Energy comparison, zero being the most stable, in kJ/mol: a 277.8; b 0.0; c 245.4.